1.
Here is 2 unconnected molecules or ions with the total composition C2H9NS2 from the OMol25 dataset. Energies are from wB97M-V/def2-TZVPD.

Last column: natural (NBO) charge in e.
Element x y z (Å)
1 N 0.828 0.803 5.008  -0.6257
2 H 0.152 1.744 3.289  0.1942
3 H 2.748 1.127 5.995  0.1592
4 H 0.639 -1.478 -3.017  0.1203
5 H 1.390 2.168 6.482  0.1892
6 H 1.495 2.544 4.072  0.1907
7 S -1.909 -1.045 -3.604  -0.1182
8 H -2.012 -0.157 -2.603  0.1226
9 C 1.654 1.165 6.142  -0.4127
10 S 0.067 -0.819 -4.033  -0.1247
11 C 1.104 1.567 3.792  -0.4183
12 H 1.428 0.502 6.973  0.1988
13 H 0.931 -0.182 4.795  0.3493
14 H 1.817 1.102 3.109  0.1752

Properties
- LUMO energy (eV) = 0.4
- Kohn-Sham gap (eV) = 9.19
- SMILES = CNC.SS
- spin multiplicity = 1



2.
Here is 3 unconnected molecules or ions with the total composition C2H9NS2 from the OMol25 dataset. Energies are from wB97M-V/def2-TZVPD.

Last column: natural (NBO) charge in e.
Element x y z (Å)
1 H -1.124 0.616 -2.557  0.1604
2 H 1.588 -1.451 0.954  0.2094
3 C 0.258 0.224 0.855  -0.5252
4 S -2.007 -0.008 -1.766  -0.4314
5 H 1.510 -0.646 -0.579  0.1737
6 H -0.280 0.910 0.220  0.2303
7 H -0.357 -0.038 1.734  0.2290
8 N -0.167 -2.048 -0.107  -0.8630
9 C 0.868 -1.030 0.235  -0.2476
10 H -0.755 -1.727 -0.909  0.3833
11 H 0.191 -2.957 -0.400  0.3750
12 H -1.791 -0.515 -0.002  0.2425
13 S 1.579 1.358 1.478  -0.0512
14 H 2.004 1.727 0.256  0.1148

Properties
- LUMO energy (eV) = -1.0
- Kohn-Sham gap (eV) = 8.23
- spin multiplicity = 1



Most stable = 1



1.
Here is 3 unconnected molecules or ions with the total composition C3H12O2S2 from the OMol25 dataset. Energies are from wB97M-V/def2-TZVPD.

Last column: natural (NBO) charge in e.
Element x y z (Å)
1 H 1.912 0.071 1.808  0.2191
2 H -1.508 0.996 0.818  0.4770
3 H -1.476 -2.619 -2.241  0.1498
4 H 2.456 -2.126 0.945  0.2466
5 H 1.181 0.208 -1.293  0.2302
6 S -1.154 -1.918 -1.183  -0.2085
7 O -2.823 2.212 -1.688  -0.9535
8 O -1.890 1.125 1.686  -0.9593
9 C 1.360 -1.719 0.851  -0.5279
10 H -1.877 2.357 -1.604  0.4737
11 H 1.434 1.590 -0.129  0.2060
12 H 0.653 -2.198 1.540  0.2401
13 C 1.334 -0.239 0.927  -0.4483
14 H 2.757 0.596 -0.433  0.2050
15 H -2.298 1.976 1.837  0.4844
16 S 0.924 -2.411 -0.759  0.0925
17 C 1.647 0.542 -0.367  -0.6248
18 H 0.398 0.253 1.214  0.2177
19 H -3.032 1.305 -1.929  0.4803

Properties
- LUMO energy (eV) = 0.1
- Kohn-Sham gap (eV) = 8.50
- SMILES = CCCSS.O.O
- spin multiplicity = 1



2.
Here is 3 unconnected molecules or ions with the total composition C3H12O2S2 from the OMol25 dataset. Energies are from wB97M-V/def2-TZVPD.

Last column: natural (NBO) charge in e.
Element x y z (Å)
1 S -0.915 -1.237 0.858  0.0228
2 H -1.578 0.580 -0.483  0.4867
3 H -0.550 1.572 1.209  0.2413
4 O 1.071 1.275 -1.537  -0.9639
5 H 0.079 -3.043 -1.379  0.2041
6 C 0.727 -1.898 0.222  -0.4891
7 H 1.369 -1.073 0.561  0.2286
8 H 1.541 2.050 -1.831  0.4654
9 H -2.011 1.392 -1.733  0.4770
10 S -0.214 -0.210 2.581  0.0662
11 O -1.751 1.486 -0.795  -0.9742
12 H 0.512 2.166 2.572  0.2266
13 H 0.183 1.609 -1.336  0.4854
14 H -1.214 1.973 2.824  0.2178
15 H 1.122 -2.702 0.838  0.2194
16 C -0.357 1.592 2.269  -0.7344
17 H 1.515 -2.126 -1.827  0.2286
18 H -0.100 -1.341 -1.726  0.2185
19 C 0.573 -2.066 -1.288  -0.6268

Properties
- LUMO energy (eV) = 0.5
- Kohn-Sham gap (eV) = 9.22
- SMILES = CCSSC.O.O
- spin multiplicity = 1



Most stable = 2



1.
Here is 11 unconnected molecules or ions with the total composition C5H31NO12 from the OMol25 dataset. Energies are from wB97M-V/def2-TZVPD.

Last column: natural (NBO) charge in e.
Element x y z (Å)
1 H -0.344 -3.763 -1.567  0.2068
2 H 1.869 3.260 -0.696  0.4953
3 O 1.200 -4.336 1.652  -0.9534
4 H -0.652 -3.262 3.354  0.4679
5 H -3.148 -0.904 0.114  0.2187
6 H -2.129 1.800 -2.806  0.5127
7 H -2.747 -1.122 -1.504  0.2287
8 H -1.055 -1.337 -3.021  0.3583
9 H -1.352 0.488 0.758  0.2400
10 H -1.420 0.104 3.505  0.4966
11 H -0.123 4.344 0.503  0.4907
12 O 1.532 0.272 2.852  -0.9912
13 H -2.436 -3.208 -0.485  0.2137
14 H -0.195 -0.342 -0.246  0.2298
15 N -0.873 -2.329 -2.962  -0.8437
16 C -0.592 -2.684 -1.559  -0.2252
17 O -0.593 2.154 -0.959  -0.6103
18 H 0.013 5.716 -0.260  0.4914
19 C -1.185 1.159 -1.241  0.8159
20 C -1.285 0.024 -0.274  -0.5298
21 H 2.895 1.089 1.783  0.4966
22 H 0.784 2.967 -2.472  0.5153
23 O 2.340 -2.183 2.829  -0.9960
24 H 2.094 -1.328 3.315  0.4970
25 H -0.634 4.420 -3.321  0.4950
26 O -1.494 -3.508 2.953  -0.9481
27 O 3.372 1.015 0.946  -0.9896
28 H 1.440 -0.034 1.923  0.4662
29 C -2.291 -1.097 -0.516  -0.4275
30 H -1.248 -3.751 2.051  0.4885
31 H 3.619 1.855 0.555  0.4851
32 H -1.638 -2.783 -3.432  0.3613
33 H 1.913 1.711 -0.892  0.4898
34 H 1.337 -3.575 1.078  0.4740
35 C -1.637 -2.483 -0.490  -0.4041
36 O -1.921 0.942 -2.402  -0.7091
37 H 2.067 -4.501 2.040  0.4813
38 H 0.324 -2.140 -1.224  0.1786
39 O -0.855 5.199 -2.750  -0.9996
40 H -0.358 4.986 -1.939  0.4637
41 O 0.455 3.088 -3.379  -0.9941
42 H 1.192 3.168 -3.988  0.4816
43 H -1.017 -2.508 0.432  0.1795
44 H -0.932 -1.387 3.611  0.5127
45 H 3.260 -2.198 3.127  0.4661
46 O 2.152 2.553 -1.293  -0.9621
47 H 0.539 0.070 2.901  0.4906
48 O 0.408 4.845 -0.132  -0.9667
49 O -0.649 -0.467 3.527  -0.9392

Properties
- LUMO energy (eV) = -0.1
- Kohn-Sham gap (eV) = 9.36
- SMILES = NCCCCC(=O)O.O.O.O.O.O.O.O.O.O.O
- spin multiplicity = 1



2.
Here is 11 unconnected molecules or ions with the total composition C5H31NO12 from the OMol25 dataset. Energies are from wB97M-V/def2-TZVPD.

Last column: natural (NBO) charge in e.
Element x y z (Å)
1 C -0.505 -0.717 -1.830  0.0929
2 H 2.664 2.956 -0.837  0.4815
3 H -4.850 0.518 -0.284  0.4732
4 H 0.655 -1.896 -0.679  0.4115
5 H 2.522 0.125 0.604  0.2295
6 H 0.472 -1.929 3.036  0.1223
7 H 2.251 -0.681 -1.652  0.5044
8 H 0.225 -4.079 0.227  0.4934
9 H 0.234 0.834 0.236  0.2041
10 H -0.588 -1.559 -2.515  0.1930
11 C 0.908 -2.490 2.186  0.4603
12 H 1.769 0.199 2.159  0.2308
13 H -1.228 3.583 -1.528  0.4852
14 O -0.441 0.576 3.353  -0.9361
15 O -2.264 1.614 0.953  -1.0102
16 O -2.486 -2.884 0.114  -0.9482
17 O -0.682 2.788 -1.471  -1.0096
18 H 0.233 3.130 -1.335  0.5199
19 C 1.738 -0.336 1.210  -0.4146
20 H -1.748 1.964 0.215  0.5019
21 H 2.262 -2.371 0.578  0.2193
22 O 0.033 -3.855 -0.706  -0.9962
23 H -1.485 -0.582 -1.351  0.1354
24 H -0.399 -0.604 1.025  0.1503
25 H -1.164 0.089 2.929  0.4733
26 H -1.898 3.103 3.583  0.4811
27 H -0.931 -3.938 -0.760  0.4955
28 H 2.985 0.764 -3.231  0.5027
29 C 2.046 -1.808 1.495  -0.5331
30 O 3.221 -0.712 -1.847  -1.0133
31 H 2.034 2.413 -2.104  0.5160
32 O 2.319 1.423 -3.476  -0.9726
33 H -2.537 2.380 1.480  0.5034
34 H -1.002 4.011 2.760  0.4798
35 H 3.569 -1.495 -1.423  0.4726
36 H -3.391 0.245 0.065  0.4919
37 H -0.423 1.195 -2.181  0.4988
38 O -4.170 -0.153 -0.356  -0.9748
39 N 0.575 -0.898 -0.876  -0.7066
40 H -1.909 -2.132 0.285  0.4638
41 C 0.437 -0.227 0.414  -0.2214
42 H 1.578 0.863 -3.751  0.5032
43 O -0.182 0.384 -2.652  -0.7637
44 O 1.897 3.095 -1.403  -0.9997
45 H -3.228 -2.480 -0.361  0.4921
46 H 2.958 -1.974 2.077  0.2503
47 O 0.445 -3.577 1.933  -0.5502
48 H -0.596 1.378 2.833  0.4654
49 O -1.924 3.746 2.859  -0.9490

Properties
- LUMO energy (eV) = -0.2
- Kohn-Sham gap (eV) = 9.48
- SMILES = O=CCCCNCO.O.O.O.O.O.O.O.O.O.O
- spin multiplicity = 1



Most stable = 2



1.
Here is 2 unconnected molecules or ions with the total composition C4H5FO2 from the OMol25 dataset. Energies are from wB97M-V/def2-TZVPD.

Last column: natural (NBO) charge in e.
Element x y z (Å)
1 F 0.351 0.464 2.784  -0.3608
2 C 0.404 0.641 -1.557  -0.0067
3 C -0.473 0.264 0.497  0.3209
4 H 1.407 -0.564 1.266  0.1850
5 C -0.395 -0.389 -1.683  0.0470
6 O -0.901 -0.864 -0.444  -0.5195
7 H 1.056 1.019 -2.355  0.2277
8 H -1.241 0.977 1.027  0.1878
9 H -0.088 -1.466 2.039  0.1869
10 O 0.509 0.968 -0.249  -0.4995
11 H -0.930 -0.677 -3.000  0.2198
12 C 0.303 -0.373 1.675  0.0115

Properties
- LUMO energy (eV) = 0.9
- Kohn-Sham gap (eV) = 9.55
- spin multiplicity = 1



2.
Here is a molecular structure, C4H5FO2 from the OMol25 dataset. Energies are from wB97M-V/def2-TZVPD.

Last column: natural (NBO) charge in e.
Element x y z (Å)
1 O -1.855 0.012 -2.466  -0.5714
2 H 0.167 -0.342 -2.028  0.2526
3 H 1.826 -0.514 -0.412  0.1991
4 C 0.096 0.054 -0.887  0.0880
5 H 1.098 -1.172 2.134  0.1835
6 C -2.089 0.228 -1.311  0.6447
7 O -1.122 0.451 -0.439  -0.4888
8 H -3.015 0.435 -0.742  0.1379
9 C 1.026 -0.248 0.073  -0.2838
10 C 1.192 -0.011 1.635  0.0067
11 H 2.414 0.235 2.179  0.1982
12 F 0.262 0.871 2.265  -0.3669

Properties
- LUMO energy (eV) = 0.8
- Kohn-Sham gap (eV) = 10.29
- spin multiplicity = 1



3.
Here is a single C4H5FO2 molecule from the OMol25 dataset. Energies are from wB97M-V/def2-TZVPD.

Last column: natural (NBO) charge in e.
Element x y z (Å)
1 C 0.310 0.644 0.545  -0.0088
2 H 0.110 0.472 1.606  0.1697
3 C -1.614 0.129 -0.433  0.2065
4 C 1.650 -0.157 0.380  0.2656
5 H 0.518 -0.479 -1.189  0.1798
6 C 0.333 -0.661 -0.143  -0.0311
7 H -1.678 -0.030 -1.510  0.1571
8 O -0.786 1.257 -0.098  -0.4989
9 H 2.192 -0.453 1.297  0.2079
10 O -0.997 -1.094 0.105  -0.4929
11 H -2.603 0.188 0.043  0.1813
12 F 2.564 0.184 -0.603  -0.3363

Properties
- LUMO energy (eV) = 0.9
- Kohn-Sham gap (eV) = 10.46
- SMILES = FC1[C@H]2OCO[C@H]12
- spin multiplicity = 1



4.
Here is a single C4H5FO2 molecule from the OMol25 dataset. Energies are from wB97M-V/def2-TZVPD.

Last column: natural (NBO) charge in e.
Element x y z (Å)
1 H 0.069 1.509 1.025  0.1885
2 C 0.562 -0.288 -0.108  0.1833
3 F 2.786 0.335 -0.068  -0.3433
4 H 2.242 -1.642 -0.184  0.1825
5 C 1.835 -0.641 -0.119  0.1417
6 C -0.019 1.089 -0.013  -0.1287
7 O -0.458 -1.187 -0.187  -0.4814
8 H 0.386 1.805 -0.709  0.2192
9 H -1.877 -0.505 1.138  0.1415
10 H -2.492 -0.889 -0.521  0.1820
11 O -1.388 0.860 -0.332  -0.5089
12 C -1.646 -0.447 0.077  0.2235

Properties
- LUMO energy (eV) = 0.9
- Kohn-Sham gap (eV) = 9.83
- SMILES = F/C=C1\COCO1
- spin multiplicity = 1



Most stable = 4